62
Properties=species:S:1:pos:R:3 method="wB97M-V/def2-TZVPD" multiplicity=1 homo_lumo_gap_ev=3.9209 charge=-1 lumo_ev=1.11
Sr -1.41788 -2.06053 -1.24659
C 2.27311 0.01396 1.22408
C 1.94850 1.32144 1.84255
C 3.01744 2.17898 1.12170
C 2.71186 3.66499 1.27912
C 1.35678 4.07431 0.79149
C 0.17395 3.23591 1.40012
N 0.61562 1.76560 1.51847
O -0.44410 0.80804 1.81576
C -1.02159 3.40309 0.48823
C -0.20313 3.76383 2.79897
C 2.15443 1.26210 3.37889
H 1.62754 -0.79533 1.56525
H 3.26135 -0.43876 1.30480
H 1.99770 -0.07986 0.17363
H 2.85892 1.97275 0.06319
H 4.00178 2.15544 1.58927
H 3.41665 4.17049 0.61894
H 2.91273 3.92844 2.31756
H 1.30165 4.18543 -0.29143
H 1.24421 5.06812 1.22481
H -1.01371 2.93890 -0.49796
H -1.24909 4.46728 0.42624
H -1.98757 3.16041 0.93105
H -0.47577 4.81881 2.82709
H 0.53527 3.50342 3.55729
H -1.15242 3.29804 3.06350
H 2.90005 0.63570 3.86856
H 1.27532 0.92710 3.92937
H 2.31173 2.27360 3.75335
Cl -2.24163 -5.28840 -3.63924
F -1.11855 -4.72843 0.89324
C 3.64996 -5.17907 -1.75611
C 4.23326 -5.99131 -0.63113
O 3.42597 -7.06330 -0.35236
O 2.36595 -4.66982 -1.42545
H 3.78685 -5.89671 -2.56504
H 4.28578 -4.33669 -2.02856
H 4.06993 -5.37499 0.25294
H 5.25988 -6.34507 -0.72609
H 3.23394 -7.60498 -1.12132
H 1.84480 -5.45107 -1.22633
C -6.16246 -0.75313 0.53866
C -6.30278 -0.50124 2.02195
O -5.44574 0.63175 2.47042
O -5.06680 -1.71661 0.24682
H -5.97473 0.19068 0.02673
H -7.13292 -1.07270 0.15898
H -6.19641 -1.39270 2.64009
H -7.33511 -0.33484 2.32968
H -4.55652 0.38336 2.20739
H -5.34008 -2.60260 0.49571
C -0.13390 0.91374 -4.33992
C -1.52176 0.66952 -4.99784
O -2.30077 -0.15560 -4.16872
O 0.47898 -0.24300 -3.73249
H -0.07981 1.70562 -3.59286
H 0.49891 1.29226 -5.14264
H -1.37414 0.22044 -5.98000
H -2.08539 1.60118 -5.04732
H -3.10563 -0.27206 -4.67886
H 1.40957 -0.25600 -3.96793


63
Properties=species:S:1:pos:R:3 method="wB97M-V/def2-TZVPD" multiplicity=1 homo_lumo_gap_ev=9.0465 charge=-1 e_above_lowest_kj_mol=0.0 lumo_ev=2.62
Cl 0.97580 0.96662 2.57034
O 0.69772 0.52179 3.91908
O -0.26255 1.47008 1.99615
O 1.97602 2.00438 2.57838
O 1.44862 -0.14703 1.77272
C 1.22278 1.18410 -1.33083
C 0.93748 1.94605 -2.60436
N 1.89578 1.74148 -3.67760
C 1.78840 2.75207 -4.72399
C 2.16624 4.13331 -4.21472
C 1.90001 0.36824 -4.13880
C 2.95039 0.03043 -5.17270
H 1.06141 0.10469 -1.38047
H 0.46002 1.47383 -0.59969
H 2.18628 1.40076 -0.87573
H -0.11070 1.74419 -2.91383
H 0.94567 3.01028 -2.35883
H 2.48988 2.45411 -5.49435
H 0.75965 2.77020 -5.12681
H 1.31574 4.68408 -3.81566
H 3.00199 4.07223 -3.52328
H 2.47487 4.74100 -5.07609
H 0.91887 0.05205 -4.55019
H 2.08240 -0.26262 -3.26682
H 2.75444 0.52477 -6.12504
H 2.88099 -1.03840 -5.40433
H 3.97641 0.19800 -4.84753
C -2.97725 -0.99008 1.53922
O -3.81287 -1.57915 2.20528
N -2.46067 -1.44074 0.37968
C -1.36069 -0.72765 -0.25573
C -2.74613 -2.78173 -0.05691
H -2.59530 0.00424 1.81602
H -0.43190 -1.07879 0.20230
H -1.46377 0.34274 -0.11452
H -1.34293 -0.96779 -1.31925
H -2.57214 -2.87441 -1.12699
H -2.08319 -3.50421 0.44054
H -3.76200 -3.06736 0.20274
C -3.85570 2.26591 6.58167
O -5.04532 2.46052 6.41773
N -2.92001 2.18348 5.61835
C -1.58514 1.70463 5.90174
C -3.29660 2.17204 4.22510
H -3.40174 2.18342 7.58859
H -0.86569 2.25472 5.28874
H -1.44915 0.67145 5.56422
H -1.29233 1.78311 6.94539
H -4.37502 2.10572 4.12479
H -2.88315 3.03704 3.70316
H -2.87878 1.28643 3.73592
C 0.52419 -3.49550 -1.22533
O -0.21334 -4.15441 -1.93485
N 1.36980 -3.98362 -0.29468
C 2.00814 -3.08241 0.65572
C 1.41388 -5.39803 -0.01379
H 0.61315 -2.39885 -1.27361
H 1.39167 -2.92218 1.53866
H 2.22649 -2.12227 0.18710
H 2.98905 -3.47695 0.92746
H 0.76605 -5.92403 -0.70882
H 2.43623 -5.77579 -0.07572
H 1.03757 -5.61014 0.99507


65
Properties=species:S:1:pos:R:3 method="wB97M-V/def2-TZVPD" multiplicity=1 homo_lumo_gap_ev=6.1459 charge=+1 lumo_ev=-4.96
N -1.21514 -0.21908 3.09192
C -2.43979 0.33623 2.80713
N -2.58300 1.44482 1.74332
C -4.05244 1.82810 1.73065
C -4.67122 0.30755 2.05236
P -6.57610 0.27245 2.18246
O -7.08733 -1.22405 1.39528
Cl -7.17769 0.08014 4.21103
N -3.83621 0.04767 3.32305
H -0.89833 -1.05908 2.53042
H -0.61746 0.20556 3.85426
H -2.52304 0.85073 0.86287
H -4.53950 2.25320 0.75533
H -4.15087 2.44407 2.73075
H -4.32258 -0.57852 1.36301
H -6.37581 -1.93146 1.48989
H -4.00438 -0.86446 3.80059
C 1.62612 -0.10776 0.96036
O 1.11946 -0.45183 2.02056
N 1.63049 1.17461 0.45535
C 2.25302 1.50319 -0.81055
C 0.99196 2.23098 1.21375
H 2.13752 -0.83102 0.30548
H 3.03696 2.24612 -0.63744
H 1.49506 1.91926 -1.48059
H 2.69436 0.61699 -1.27421
H 1.47105 2.30457 2.19476
H -0.06346 1.97933 1.35577
H 1.07519 3.18783 0.69054
C 5.14102 -0.02394 -2.75984
O 4.50567 -0.55248 -1.85646
N 5.22379 -0.48616 -4.05561
C 5.99852 0.19753 -5.07067
C 4.51330 -1.69582 -4.41719
H 5.71738 0.90005 -2.59381
H 5.33249 0.48946 -5.88776
H 6.76626 -0.48367 -5.44899
H 6.48014 1.09055 -4.66362
H 3.44512 -1.55105 -4.22917
H 4.87190 -2.51957 -3.79248
H 4.67214 -1.93746 -5.47200
C -1.12497 -3.10166 3.89242
O -0.75455 -3.31544 2.74516
N -1.08821 -4.01146 4.92704
C -1.54609 -3.68172 6.26106
C -0.57502 -5.34255 4.67474
H -1.53206 -2.12310 4.19276
H -0.71530 -3.80636 6.96157
H -2.36038 -4.35936 6.53367
H -1.90563 -2.65050 6.31042
H 0.45743 -5.26492 4.32071
H -1.17967 -5.81532 3.89480
H -0.60782 -5.94895 5.58438
C 0.99951 3.27027 -3.65287
O 0.95707 3.98199 -2.65750
N -0.05698 3.01870 -4.50144
C 0.07294 2.16251 -5.66250
C -1.34126 3.62960 -4.22535
H 1.92666 2.75754 -3.95456
H -0.16760 2.74193 -6.55853
H -0.62714 1.32744 -5.56695
H 1.08953 1.77024 -5.75085
H -1.22481 4.71760 -4.22275
H -1.68219 3.31001 -3.23589
H -2.07800 3.33988 -4.98001


65
Properties=species:S:1:pos:R:3 method="wB97M-V/def2-TZVPD" multiplicity=2 homo_lumo_gap_ev="8.0191 / 5.7095" charge=0 e_above_lowest_kj_mol=0.0 lumo_ev="-0.32 / -2.62"
La -0.61655 -1.30723 -0.24355
C 3.30381 -1.71792 -0.22617
O 2.13034 -0.91611 -0.18336
Si 2.08596 0.76205 0.13801
C 2.39419 0.89581 1.98209
C 3.51556 1.64952 -0.66304
C 0.43910 1.15304 -0.48518
Si 0.41175 1.35508 -2.32289
C 0.96706 3.05660 -2.87581
C 1.48097 0.07751 -3.19569
C -1.30152 1.06573 -3.04575
Si -0.46334 2.45239 0.45846
C 0.62055 3.95946 0.77360
C -1.97844 3.13740 -0.39719
C -1.00455 1.81988 2.15236
H 3.75182 -1.81453 0.76758
H 4.04070 -1.27952 -0.90270
H 3.04270 -2.70830 -0.59602
H 3.45721 0.73402 2.18388
H 1.83438 0.15238 2.55542
H 2.13544 1.87859 2.37787
H 4.47857 1.37693 -0.22105
H 3.36915 2.72120 -0.49606
H 3.57798 1.48995 -1.73900
H 1.98331 3.27183 -2.53716
H 0.30986 3.83053 -2.47012
H 0.94687 3.14396 -3.96631
H 2.54526 0.16341 -2.97505
H 1.35196 0.19567 -4.27609
H 1.18542 -0.94810 -2.95152
H -2.12090 1.30349 -2.36755
H -1.43171 0.03331 -3.38304
H -1.42146 1.69816 -3.93024
H 0.91051 4.40865 -0.18077
H 1.53962 3.71837 1.31429
H 0.09104 4.72193 1.35337
H -1.74740 3.47985 -1.40872
H -2.33331 4.00534 0.16677
H -2.80016 2.42438 -0.46424
H -0.14383 1.52218 2.75648
H -1.69757 0.97436 2.08199
H -1.53186 2.60440 2.70342
C -0.80595 -4.34990 1.91223
C -0.75618 -3.13971 2.84980
C -2.12097 -2.75807 3.41318
C 0.00466 -1.99124 2.29231
H -1.31258 -5.18295 2.39868
H 0.19404 -4.68020 1.62657
H -1.36524 -4.13465 0.99919
H -0.10820 -3.42442 3.70202
H -2.81687 -2.47663 2.62298
H -2.03713 -1.92397 4.11211
H -2.55712 -3.60235 3.94696
H 1.02975 -2.18501 1.96752
H -0.12464 -1.01748 2.76617
F -3.02397 -2.46502 0.28125
Sb -4.06275 -1.14496 -0.67021
F -5.25235 -2.41299 -1.29815
F -5.01792 -0.76932 0.87136
F -4.72683 0.26126 -1.66913
F -2.66060 0.02383 0.02291
F -2.71788 -1.51565 -1.96887
O 1.75017 -4.73514 -2.10427
C 0.97805 -3.89523 -1.81714
N 0.20199 -3.02586 -1.51884